The following is a quantum chemistry calculation of C23H33DyFN6O3 as an isolated structure in a non-equilibrium geometry, from OMol25.

Properties
**2S+1**: 6
**Relative energy (zero: lowest compared OMol25 entry of this formula, charge and spin)**: 43.4 kJ/mol
**HOMO energy (alpha / beta)**: -16.02 / -16.02 eV
**Total charge**: +3
**Electronic energy**: -66249.843 eV
**<S²>**: 9.34
**Gap between HOMO and LUMO (alpha / beta)**: 8.3 / 8.3 eV
**E_LUMO (alpha / beta)**: -7.73 / -7.71 eV

Element x y z (Å)
1 Dy 0.45 -4.15 0.00
2 C 5.27 1.75 -1.30
3 C 4.92 1.26 0.10
4 N 3.66 0.49 0.12
5 C 3.70 -0.81 -0.22
6 C 2.62 -1.63 -0.10
7 C 2.41 -3.05 -0.52
8 O 2.62 -3.99 0.28
9 O 1.61 -3.23 -1.50
10 C 1.42 -1.18 0.53
11 O 0.48 -2.00 0.82
12 C 1.34 0.23 0.73
13 C 0.13 0.83 1.12
14 C 0.01 2.19 1.16
15 F -1.21 2.69 1.45
16 C 1.09 3.06 0.87
17 C 2.30 2.45 0.55
18 C 2.45 1.07 0.47
19 N 0.98 4.45 0.90
20 C 1.58 5.27 -0.14
21 C 2.18 6.54 0.46
22 N 1.08 7.30 1.14
23 C 0.44 6.45 2.20
24 C -0.09 5.16 1.59
25 H 6.18 2.34 -1.26
26 H 4.47 2.36 -1.72
27 H 5.45 0.91 -1.98
28 H 4.82 2.08 0.80
29 H 5.70 0.61 0.48
30 H 4.65 -1.18 -0.59
31 H -0.72 0.21 1.36
32 H 3.15 3.09 0.37
33 H 0.82 5.54 -0.88
34 H 2.36 4.73 -0.67
35 H 2.62 7.17 -0.32
36 H 2.93 6.30 1.20
37 H 0.38 7.57 0.45
38 H 1.44 8.16 1.55
39 H -0.37 7.01 2.66
40 H 1.20 6.23 2.95
41 H -0.93 5.37 0.91
42 H -0.48 4.57 2.42
43 C -4.60 -5.95 -1.47
44 C -4.60 -5.06 -0.23
45 N -4.03 -3.73 -0.47
46 C -4.98 -2.61 -0.57
47 C -5.74 -2.58 -1.89
48 C -2.72 -3.56 -0.57
49 C -2.17 -2.19 -0.89
50 N -1.82 -4.52 -0.39
51 H -5.01 -6.92 -1.22
52 H -3.59 -6.09 -1.87
53 H -5.21 -5.52 -2.26
54 H -4.07 -5.54 0.59
55 H -5.63 -4.91 0.11
56 H -4.46 -1.67 -0.42
57 H -5.68 -2.72 0.26
58 H -5.05 -2.53 -2.74
59 H -6.38 -1.70 -1.91
60 H -6.38 -3.46 -2.01
61 H -2.71 -1.73 -1.72
62 H -1.12 -2.27 -1.19
63 H -2.24 -1.54 -0.02
64 H -2.28 -5.41 -0.23
65 N 1.83 -7.38 0.90
66 C 1.14 -6.49 0.70
67 H 2.43 -8.17 1.08